<a>
Computed, not measured: a single C3H6N2S molecule, with ωB97M-V/def2-TZVPD.

E_HOMO	-8.66	eV
molar mass	102.2	g/mol
LUMO	0.64	eV
gap between HOMO and LUMO	9.3	eV

ORCA input file:
```
! wB97M-V def2-TZVPD RIJCOSX def2/J DEFGRID3
* xyz 0 1
C 0.202 -1.550 0.092
C 0.516 -0.706 -1.049
C -1.078 0.406 0.930
N -0.564 -1.246 1.027
N 1.010 1.967 0.297
S -0.036 1.135 -0.504
H 0.592 -2.459 0.231
H 1.511 -0.803 -1.470
H -0.403 -0.887 -1.823
H -2.100 0.325 0.539
H -0.601 0.893 1.790
H 0.951 2.924 -0.060
*
```

Atomic partial charges in e from the Löwdin method, atoms 1 to 2: atom 1 (C): -0.342, atom 2 (C): -0.251

***

<b>
Computed, not measured: a molecular structure, C3H6N2S, with ωB97M-V/def2-TZVPD.

E_HOMO	-9.13	eV
molar mass	102.2	g/mol
LUMO	-2.78	eV
gap between HOMO and LUMO	6.3	eV

ORCA input file:
```
! wB97M-V def2-TZVPD RIJCOSX def2/J DEFGRID3
* xyz 0 1
C 0.187 -0.335 -0.187
C -0.997 0.674 -0.379
C -2.257 0.497 -0.052
H 3.142 -1.152 1.176
H 1.892 1.802 0.572
H 0.500 -1.947 0.879
H -0.987 1.614 -1.099
H -2.971 1.221 -0.554
H -2.642 -0.401 0.337
N 1.384 0.109 -0.656
N -0.185 -1.382 0.430
S 2.933 -0.698 -0.467
*
```

Atomic partial charges in e from the Löwdin method, atoms 1 to 2: atom 1 (C): -0.619, atom 2 (C): -0.162

***

<c>
Computed, not measured: a molecular structure, C3H6N2S, with ωB97M-V/def2-TZVPD.

E_HOMO	-8.26	eV
molar mass	102.2	g/mol
LUMO	-0.40	eV
gap between HOMO and LUMO	7.9	eV

ORCA input file:
```
! wB97M-V def2-TZVPD RIJCOSX def2/J DEFGRID3
* xyz 0 1
C 0.821 0.081 0.718
C 0.065 -1.092 -0.085
C -1.205 -1.455 0.656
H 1.200 2.529 -1.706
H 1.485 -0.313 1.584
H 0.073 -1.032 -1.070
H -1.390 -0.891 1.539
H -1.983 -1.913 -0.118
H -0.105 -3.141 0.159
N 0.842 1.207 0.169
N 0.059 -2.461 0.744
S -0.230 1.771 -0.907
*
```

Atomic partial charges in e from the Löwdin method, atoms 1 to 2: atom 1 (C): -0.224, atom 2 (C): -0.281

***

<d>
Computed, not measured: a single C3H6N2S molecule, with ωB97M-V/def2-TZVPD.

E_HOMO	-8.94	eV
molar mass	102.2	g/mol
SMILES string	[H]/N=C(\N)CC=S
LUMO	-0.30	eV
gap between HOMO and LUMO	8.6	eV

ORCA input file:
```
! wB97M-V def2-TZVPD RIJCOSX def2/J DEFGRID3
* xyz 0 1
C 0.525 1.320 -0.115
C -0.721 0.535 -0.549
C -0.313 -0.946 -0.588
H 1.618 1.760 1.608
H 0.306 0.646 1.758
H 1.906 2.461 -0.636
H -1.161 0.922 -1.472
H -1.450 0.643 0.238
H 0.469 -1.109 -1.351
N 0.922 1.187 1.165
N 1.080 2.020 -1.066
S -0.790 -2.077 0.417
*
```

Atomic partial charges in e from the Löwdin method, atoms 1 to 2: atom 1 (C): -0.539, atom 2 (C): -0.205

***

Relative energies in hartree: <a> 0.1198; <b> 0.2694; <c> 0.1798; <d> 0.0000